[1]
Here is a molecular structure, C34H34N9O5PS in a non-equilibrium geometry from the OMol25 dataset. Energies are from ωB97M-V with the def2-TZVPD basis set.

Cartesian coordinates (Å):
N  2.94  -1.74  -1.54
C  2.63  -0.70  -2.43
C  3.46  -0.60  -3.64
N  4.51  -1.56  -3.83
C  5.57  -1.19  -3.30
O  6.53  -0.62  -3.00
C  3.24  0.38  -4.59
P  4.36  0.32  -6.06
O  5.77  0.43  -5.70
O  4.02  1.55  -7.07
O  4.01  -1.10  -6.80
C  2.18  1.36  -4.45
N  1.87  2.33  -5.31
S  0.57  3.05  -4.59
N  0.42  2.18  -3.22
C  1.37  1.23  -3.24
C  1.59  0.20  -2.25
C  0.71  0.03  -0.99
C  -0.77  0.47  -1.22
O  -1.20  -0.10  -2.47
H  2.52  -2.63  -1.81
H  2.75  -1.51  -0.57
H  3.48  1.26  -7.81
H  3.58  -1.66  -6.13
H  0.66  -1.06  -0.80
H  1.13  0.50  -0.09
H  -0.84  1.57  -1.23
H  -1.41  0.02  -0.44
H  -1.46  0.66  -3.01
N  -0.81  3.34  0.37
C  -2.15  3.33  0.40
C  -2.91  4.38  0.88
C  -2.26  5.50  1.38
C  -0.88  5.53  1.36
C  -0.20  4.43  0.85
H  -2.61  2.43  0.00
H  -3.99  4.32  0.88
H  -2.83  6.34  1.77
H  -0.33  6.38  1.74
H  0.88  4.40  0.81
N  1.37  -4.66  -1.05
C  0.39  -4.22  -0.26
C  -0.28  -5.01  0.66
C  0.10  -6.34  0.77
C  1.11  -6.82  -0.04
C  1.71  -5.94  -0.93
H  0.12  -3.17  -0.38
H  -1.06  -4.60  1.28
H  -0.40  -6.99  1.48
H  1.43  -7.85  0.01
H  2.51  -6.27  -1.59
N  -3.34  -5.72  1.65
C  -3.80  -5.89  2.89
C  -5.09  -5.59  3.29
C  -5.97  -5.08  2.34
C  -5.51  -4.89  1.04
C  -4.20  -5.23  0.75
H  -3.08  -6.29  3.60
H  -5.41  -5.75  4.31
H  -6.98  -4.83  2.61
H  -6.16  -4.49  0.28
H  -3.80  -5.10  -0.25
N  3.22  1.53  -0.01
C  4.12  2.27  -0.67
C  5.03  3.11  -0.05
C  5.01  3.19  1.33
C  4.09  2.44  2.04
C  3.22  1.62  1.32
H  4.10  2.17  -1.75
H  5.73  3.69  -0.63
H  5.70  3.84  1.86
H  4.04  2.47  3.12
H  2.49  1.01  1.83
N  -2.75  3.02  5.11
C  -3.28  3.57  4.02
C  -4.55  4.11  3.97
C  -5.32  4.08  5.13
C  -4.79  3.51  6.27
C  -3.51  3.00  6.21
H  -2.64  3.57  3.15
H  -4.93  4.55  3.06
H  -6.32  4.49  5.13
H  -5.36  3.47  7.19
H  -3.05  2.54  7.08

Calculated values
Net charge = 0
HOMO energy = -8.426 eV
Gap between HOMO and LUMO = 7.931 eV

***

[2]
Here is a molecular structure, C34H34O2PPdS2 in a non-equilibrium geometry from the OMol25 dataset. Energies are from ωB97M-V with the def2-TZVPD basis set.

Cartesian coordinates (Å):
Pd  0.19  -0.03  0.88
C  -1.13  6.09  4.29
C  -0.41  6.19  3.09
C  -0.17  5.06  2.35
C  -0.60  3.81  2.86
C  -1.38  3.71  4.04
C  -1.60  4.86  4.76
P  -0.14  2.36  2.04
C  -0.70  0.88  2.85
C  -1.98  0.35  2.52
C  -2.49  -0.69  3.26
C  -1.77  -1.20  4.34
C  -0.51  -0.70  4.67
C  0.04  0.32  3.93
C  1.55  2.22  1.79
C  2.56  3.17  2.07
C  3.85  2.87  1.71
C  4.13  1.67  1.03
C  3.13  0.72  0.74
C  1.85  1.01  1.12
H  -1.35  6.99  4.85
H  -0.07  7.16  2.74
H  0.33  5.14  1.39
H  -1.76  2.76  4.38
H  -2.14  4.80  5.70
H  -2.57  0.81  1.74
H  -3.48  -1.08  3.03
H  -2.19  -2.00  4.94
H  0.03  -1.08  5.53
H  1.00  0.74  4.20
H  2.33  4.10  2.58
H  4.65  3.55  1.95
H  5.14  1.46  0.71
H  3.39  -0.18  0.21
C  -0.17  -4.49  1.81
S  0.41  -2.81  1.81
C  1.97  -3.11  1.01
O  -0.44  -2.12  0.72
H  -0.03  -4.91  0.81
H  -1.23  -4.47  2.08
H  0.39  -5.06  2.55
H  2.56  -3.80  1.62
H  2.50  -2.16  0.93
H  1.77  -3.53  0.03
O  -0.67  0.77  -0.92
S  -0.07  0.75  -2.36
C  0.79  -0.83  -2.43
C  1.35  -1.10  -3.80
C  2.27  -0.22  -4.37
C  2.80  -0.48  -5.62
C  2.41  -1.61  -6.32
C  1.50  -2.49  -5.76
C  0.96  -2.23  -4.51
C  -1.51  0.41  -3.43
C  -2.22  -0.89  -3.19
C  -2.90  -1.13  -2.00
C  -3.66  -2.29  -1.85
C  -3.73  -3.21  -2.89
C  -3.05  -2.97  -4.07
C  -2.28  -1.83  -4.21
H  0.07  -1.59  -2.11
H  1.57  -0.70  -1.68
H  2.58  0.67  -3.82
H  3.53  0.20  -6.05
H  2.80  -1.79  -7.31
H  1.21  -3.38  -6.30
H  0.25  -2.92  -4.07
H  -1.10  0.49  -4.44
H  -2.14  1.28  -3.23
H  -2.84  -0.41  -1.19
H  -4.21  -2.47  -0.94
H  -4.31  -4.11  -2.77
H  -3.12  -3.68  -4.88
H  -1.76  -1.63  -5.14

Calculated values
Net charge = +3
HOMO energy = -15.441 eV
Gap between HOMO and LUMO = 3.083 eV

***

[3]
Here is a molecular structure, C34H35BClI2N8O3Re from the OMol25 dataset. Energies are from ωB97M-V with the def2-TZVPD basis set.

Cartesian coordinates (Å):
Re  -0.58  -0.23  -0.23
C  -2.28  1.21  2.73
C  -1.18  0.22  2.90
C  -0.67  -0.26  4.10
C  0.32  -1.16  3.76
C  1.19  -1.97  4.66
N  0.39  -1.22  2.43
N  -0.53  -0.37  1.88
B  1.29  -2.08  1.53
N  2.14  -1.14  0.65
N  1.53  -0.30  -0.23
C  2.48  0.32  -0.93
C  2.21  1.31  -2.02
C  3.73  -0.12  -0.49
C  3.47  -1.05  0.51
C  4.43  -1.85  1.31
N  0.38  -2.93  0.61
N  -0.53  -2.32  -0.20
C  -1.18  -3.26  -0.89
C  -2.26  -2.95  -1.87
C  -0.67  -4.50  -0.53
C  0.32  -4.25  0.41
C  1.18  -5.22  1.14
H  -2.69  1.47  3.70
H  -3.09  0.81  2.11
H  -1.92  2.13  2.27
H  -1.00  0.01  5.09
H  0.96  -1.74  5.70
H  2.25  -1.76  4.48
H  1.04  -3.04  4.50
H  1.99  -2.78  2.18
H  1.15  1.56  -2.10
H  2.53  0.90  -2.98
H  2.77  2.23  -1.85
H  4.69  0.19  -0.85
H  5.45  -1.57  1.06
H  4.32  -2.92  1.12
H  4.28  -1.69  2.38
H  -2.70  -1.97  -1.70
H  -3.06  -3.70  -1.79
H  -1.88  -2.99  -2.89
H  -0.98  -5.46  -0.90
H  0.96  -6.23  0.82
H  1.02  -5.16  2.22
H  2.24  -5.03  0.95
Cl  -4.39  5.49  -1.01
C  -3.86  3.86  -0.82
C  -4.75  2.83  -0.92
C  -4.35  1.49  -0.75
I  -5.73  -0.05  -0.87
C  -3.03  1.19  -0.51
O  -2.55  -0.03  -0.30
C  -2.10  2.26  -0.42
N  -0.81  1.88  -0.17
C  0.10  2.82  0.02
C  -0.20  4.18  -0.08
C  -1.48  4.57  -0.38
C  -2.49  3.60  -0.55
H  -5.79  3.05  -1.12
H  1.10  2.47  0.26
H  0.59  4.90  0.07
H  -1.73  5.62  -0.48
C  1.63  4.14  4.76
C  2.78  3.24  4.29
C  2.35  2.31  3.26
N  1.99  1.59  2.43
H  1.99  4.83  5.52
H  0.82  3.55  5.18
H  1.23  4.73  3.93
H  3.18  2.66  5.12
H  3.60  3.83  3.90
I  -0.65  -2.41  -8.90
C  -0.74  -1.51  -7.02
C  -1.38  -0.29  -6.88
C  -1.44  0.31  -5.63
C  -0.87  -0.32  -4.53
C  -0.23  -1.54  -4.68
C  -0.16  -2.14  -5.93
C  -0.97  0.35  -3.20
O  -1.51  1.43  -3.03
O  -0.44  -0.35  -2.21
H  -1.83  0.20  -7.74
H  -1.94  1.26  -5.50
H  0.22  -2.02  -3.82
H  0.34  -3.09  -6.05

Calculated values
Net charge = +1
HOMO energy (alpha / beta) = -10.352 / -10.593 eV
Gap between HOMO and LUMO (alpha / beta) = 7.404 / 6.744 eV
⟨S²⟩ = 3.773
2S+1 = 4